No. 1
Density functional theory data (wB97M-V/def2-TZVPD) for the molecule C4H2Cl4.

```
10
Properties=species:S:1:pos:R:3:forces:R:3
H 0.877225 -0.933887 1.489736 -1.57 1.97 -0.30
C 2.508840 0.703292 -0.169949 2.41 -1.23 1.10
Cl 2.949836 1.534320 -1.689350 -0.65 0.55 0.97
C 1.223681 0.759298 0.457442 -0.15 1.34 -1.73
C 2.949469 -0.780986 -0.415084 -1.14 0.90 1.22
H -0.470474 0.429085 1.699870 -1.39 0.69 0.57
Cl 3.587520 1.250366 1.318159 -0.24 0.06 -1.38
Cl 2.479495 -1.437195 -1.899264 -0.12 -0.54 -0.41
Cl 2.684069 -1.817809 0.943364 0.90 -0.30 -0.44
C 0.409649 0.154675 1.222619 1.96 -3.44 0.42
```
Positions in Å, forces in eV/Å.

Computed properties:
Energy ... -1994.19514 Ha
Maximum force ... 3.98 eV/A
LUMO energy (spin up / spin down) ... -0.92 / -1.21 eV
E_HOMO (spin up / spin down) ... -9.11 / -8.90 eV
ΔE to the lowest compared entry with this formula, charge and spin ... 361.94 kJ/mol

Need the Mulliken charges? In units of e they are: 0.066, 0.729, -0.111, -0.186, 0.085, 0.339, -0.132, -0.093, -0.115, -0.582

***

No. 2
Density functional theory data (wB97M-V/def2-TZVPD) for a structure of composition C26H51Cl3N2O3PSiSr.

```
88
Properties=species:S:1:pos:R:3:forces:R:3
H 0.846315 -0.382806 -3.669066 0.26 -1.72 0.90
C 2.238153 -1.910909 1.935606 0.09 0.18 0.21
C -2.673723 -2.735753 -5.847566 -1.94 0.37 -0.01
H 1.181709 -4.813837 -3.452341 -0.05 -1.04 0.20
C -2.768258 -1.574797 -6.829610 -0.71 -1.14 -0.15
H 1.943318 -1.852006 -6.045152 0.13 0.20 -0.70
H -0.610924 -6.340270 0.891729 -0.26 0.09 -0.10
H -2.820742 0.537305 -7.043691 -0.02 0.09 0.13
Cl 1.759956 -1.125872 -1.060185 1.28 0.53 1.90
H -2.783251 -4.093946 -0.809164 0.19 0.16 0.06
H 1.985367 -1.881086 -3.197724 -0.11 1.36 1.08
C 1.166787 0.872763 1.410704 0.41 0.35 0.33
Cl -4.222038 -3.851047 -2.858001 -0.30 -0.28 0.45
C -3.013056 -1.830864 -8.107290 -0.16 0.05 -0.15
H 3.904273 1.057134 -0.028666 0.09 -0.21 0.06
H 2.812200 -2.687875 1.402277 -0.21 0.17 0.06
H -0.342427 1.938114 -1.963236 -0.11 -0.16 -0.23
C 0.310258 -4.589165 -4.060301 0.08 0.70 0.68
H -3.104173 -2.862538 -8.455808 0.10 0.32 0.24
Si 0.849611 -2.807023 -4.311738 -1.07 -0.92 -3.87
H 1.019618 -3.172015 -6.798055 0.02 0.35 0.11
H -3.369413 -1.293023 -10.100602 -0.04 0.19 -0.22
H 2.191343 -0.984218 3.916267 0.20 -0.22 -0.16
Sr -2.849708 -1.384624 -2.984241 -0.40 0.49 2.14
H 1.158444 3.466128 -2.645888 0.01 0.13 -0.19
H 4.599753 -0.548491 0.260904 -0.11 0.25 0.03
H 4.991575 -0.014751 2.661198 -0.11 0.31 -0.20
C -2.356840 -6.490179 -6.163812 0.02 0.24 0.26
O -2.157043 -2.255033 -4.725808 5.16 -0.02 1.20
C 0.942547 -2.284642 -6.155795 0.58 -0.09 0.63
H -2.303782 -5.954223 0.420333 0.18 -0.15 -0.03
H 1.068506 -4.921768 0.454756 -0.05 0.17 -0.10
N -0.861634 -4.622096 -0.268263 0.34 0.20 -0.10
C -2.189632 -4.088500 -6.343118 -0.37 0.46 -0.39
C -0.555762 2.341511 -5.330074 -0.04 -0.08 -0.15
H 0.887454 1.360308 0.460410 -0.11 0.04 0.14
C -0.633523 1.660192 -2.995013 -0.72 -1.39 -0.73
H 0.376459 -5.105333 -5.019357 -0.05 0.05 0.08
H -2.355873 -0.137887 -9.241793 -0.11 0.05 -0.04
H 0.752809 -3.279793 -0.201823 -0.09 -0.29 -0.07
C 4.695020 0.801017 1.988067 0.14 0.07 -0.08
H -3.727619 -0.029242 -5.621545 0.45 -0.23 -0.31
H 0.277848 -1.522899 -6.593588 -0.11 -0.37 0.38
H 0.224902 -1.712024 -2.400130 0.64 0.71 -0.58
C -1.742222 -3.731716 -0.759857 0.05 0.63 -0.33
H 4.033180 1.485483 2.538713 0.21 -0.23 -0.14
H -3.621195 -2.893216 -5.312618 -1.63 -0.88 -2.15
C -2.813554 -0.197269 -6.231852 0.12 0.23 -0.18
C 0.957428 -1.408364 -3.175931 -1.91 -0.22 -2.90
H -2.741925 -7.370772 -5.642189 0.12 0.22 -0.24
H -0.680020 1.264301 2.448624 0.08 -0.27 -0.07
H -4.107747 -0.154644 -8.973217 0.11 -0.09 0.06
H 1.709532 1.622052 2.024451 -0.43 -0.24 -0.31
H -0.619143 -4.803937 -3.532663 -0.11 0.05 -0.10
C -1.356139 -4.221460 -7.446723 0.64 -0.35 -0.09
C 4.008827 0.257848 0.724514 -0.10 0.03 0.30
Cl -4.867636 0.324296 -3.310262 -0.66 0.72 0.08
H 2.490070 -2.737292 3.926781 0.08 0.16 -0.06
H -1.195027 -7.617010 -7.589601 -0.07 0.15 0.06
H 0.157189 -0.180963 3.050252 -0.04 0.15 -0.22
C -1.262289 -5.977724 0.087410 -0.19 0.16 -0.31
C 0.604571 3.683663 -3.564033 -0.23 -0.01 0.09
O -1.286585 0.632034 -3.263368 1.04 2.03 0.66
P 2.345697 -0.411171 0.928963 0.33 0.13 1.83
C -1.486520 -6.625423 -7.244629 0.15 -0.05 -0.25
C -3.230128 -0.791313 -9.143649 -0.06 0.31 -0.72
H 5.598431 1.361359 1.705565 -0.08 -0.09 0.12
C -2.708799 -5.217354 -5.709872 0.35 -0.28 0.14
H -1.646989 2.355093 -5.449868 0.28 -0.07 0.06
H -0.166694 1.395546 -5.731212 -0.17 0.20 0.14
H 1.177823 -2.212493 1.901361 0.27 0.02 -0.06
H 1.300600 3.918367 -4.378826 -0.07 -0.09 0.34
H -0.959474 -3.314662 -7.929406 -0.26 -0.66 0.23
O -1.437013 -2.591560 -1.174967 -0.07 -1.28 0.70
C -0.093191 0.386739 2.144072 -0.07 0.05 -0.03
N -0.177428 2.512170 -3.933497 -0.02 -0.03 0.32
H -1.178995 -6.662485 -0.771505 0.01 0.17 0.23
H -1.953591 0.013635 -5.578536 -0.33 -0.29 -0.26
H -0.273355 -5.580637 -8.720063 -0.21 -0.13 0.13
H -0.039320 4.558806 -3.389438 0.17 -0.13 -0.08
C 2.708560 -1.800043 3.391053 -0.04 -0.18 0.19
H -3.324339 -5.061494 -4.813621 0.11 -0.17 -0.49
H 0.992005 -4.654636 -1.304983 -0.14 0.08 0.25
H 3.789853 -1.618997 3.451651 -0.34 -0.04 0.00
H -0.738806 -0.241672 1.512266 0.31 0.17 0.10
C -0.977125 -5.496521 -7.891454 -0.17 0.36 0.35
C 0.569441 -4.348520 -0.334880 0.02 -0.05 -0.07
H -0.114765 3.171290 -5.888365 -0.14 -0.16 0.00
```
Positions in Å, forces in eV/Å.

Computed properties:
Energy ... -3398.63176 Ha
Maximum force ... 5.30 eV/A
LUMO energy (spin up / spin down) ... 1.84 / 2.05 eV
E_HOMO (spin up / spin down) ... -2.44 / -2.13 eV
Net charge ... -1

Need the Mulliken charges? In units of e they are: -0.333, -0.520, -0.645, 0.544, 0.067, 0.534, 0.285, 0.489, -0.388, 0.298, 0.112, -0.037, -0.730, -0.037, 0.273, 0.344, 0.103, -0.957, 0.458, -0.472, 0.211, 0.408, 0.238, 1.607, 0.303, 0.226, 0.226, -0.771, -0.752, -1.046, 0.348, 0.443, 0.248, 0.521, -0.846, -0.154, -0.145, 0.322, 0.326, -0.314, -1.078, 0.035, 0.200, -0.383, -0.183, 0.242, 0.660, -0.394, 1.198, 0.383, 0.399, 0.314, 0.389, 0.103, 0.114, -0.479, -0.821, 0.449, 0.347, 0.245, -0.929, -0.968, -0.105, 0.998, -0.465, -1.684, 0.405, -0.293, 0.325, 0.180, 0.297, 0.347, 0.720, -0.397, -1.111, 0.295, 0.324, -0.366, 0.327, 0.322, -1.319, 0.139, 0.096, 0.234, 0.192, -1.230, -0.267, 0.408

***

No. 3
Density functional theory data (wB97M-V/def2-TZVPD) for a structure of composition C27H52CoN3O3PS2.

```
89
Properties=species:S:1:pos:R:3:forces:R:3
C -1.952184 3.737902 1.347502 -1.79 -0.48 -0.72
H -2.738476 4.922343 -0.323786 -0.17 -0.09 0.24
H -2.884992 5.197651 2.553031 -0.29 -0.43 0.00
H 3.000790 -4.656765 2.034545 -0.03 0.34 -0.49
H 5.680618 -1.833297 2.291521 -0.32 0.29 -0.03
H 2.095376 -7.763822 0.077398 -0.38 0.32 -0.02
H -1.691213 1.059449 -1.830000 0.10 -0.13 -0.03
C 2.936750 -0.002740 -0.934101 -2.27 0.45 -0.51
C -2.691022 1.485211 -1.741435 0.05 1.27 0.26
C 0.546756 -6.328407 0.715371 0.13 0.59 -2.09
H -1.464770 -0.391789 3.905873 0.01 -0.03 -0.09
H -0.361462 0.359861 2.718406 0.20 0.12 0.26
S -0.457357 -1.320611 -0.803320 -0.18 -0.08 -0.11
H -0.103408 -6.736785 1.468657 -0.31 -0.05 0.30
O 1.910908 0.033785 -0.177462 1.89 0.29 -0.82
H 2.928889 -3.528336 0.555351 -0.07 -0.79 0.49
H -4.402447 3.278016 -0.644065 0.57 0.87 -0.66
H -4.088841 4.397010 1.540335 0.93 -0.34 0.38
C -2.149947 -1.783626 -0.824912 -0.72 -0.39 0.49
H 3.460557 -0.967813 1.441558 -0.62 -0.06 0.49
C 1.896302 3.310260 -0.759666 0.24 0.09 0.11
H 0.053530 -6.316734 -0.318960 0.58 -0.01 1.51
H -4.927348 2.506691 0.748242 0.34 -0.52 0.05
H 2.277769 3.853523 -3.661048 0.29 -0.34 -0.35
C 4.320026 -0.989725 0.818402 0.59 0.04 0.01
H -4.491911 1.476937 2.685812 -0.39 -0.21 0.10
N 2.465598 4.169333 -1.576994 0.33 -0.10 0.50
O 0.864375 2.639734 -1.056231 0.27 0.18 -0.02
Co 0.059329 0.979000 -0.296191 -0.36 -0.02 0.50
H -2.269473 1.896923 3.339027 -0.20 -0.41 -0.22
H 2.243907 -7.145774 1.668874 0.43 -0.07 0.94
C -1.789006 4.546686 0.057528 -0.76 -1.23 -0.59
H -2.640112 2.518534 -2.172417 -0.23 -0.95 0.28
H -1.170908 5.393255 0.160561 0.94 0.93 0.26
C 5.317659 -0.462509 -1.321362 0.87 -0.82 0.57
H 2.383478 3.216089 0.238101 -0.27 -0.03 -0.60
H 3.991398 -6.038778 0.332327 -0.82 0.17 -0.16
H 3.368984 -0.373716 -3.026434 -1.01 0.82 0.57
C -4.487935 2.303294 -0.234001 -1.89 -0.51 0.57
H 1.759034 0.393592 -2.657686 -1.00 -0.11 -0.40
C 1.903566 4.502090 -2.891214 0.01 0.22 0.73
H -1.410458 3.900594 -0.737526 0.34 0.25 -0.07
H -3.358513 0.850141 -2.307589 -0.15 0.20 -0.55
C -4.287430 -1.905208 -2.163709 -0.14 -0.32 0.06
H -2.335668 -1.217174 -2.674489 0.00 -0.03 -0.33
C -1.368573 -0.008552 2.889310 -0.66 -0.10 -0.72
H 4.471259 4.605717 -1.976179 0.21 -0.07 0.12
H 7.396777 -0.995974 -1.482169 0.17 -0.13 -0.22
H 2.838553 -5.553031 -0.887794 -0.34 0.13 -1.04
O 0.316090 -4.152084 2.462195 0.37 -0.09 -0.70
H -1.146237 3.873811 2.009933 1.47 0.09 0.65
H -3.387665 0.394154 -0.081421 -0.32 0.76 0.14
H 3.564701 5.940115 -1.293966 -0.01 0.28 0.29
H 7.582657 -1.811443 0.762575 0.50 -0.14 0.48
H -4.182849 -0.038319 1.813413 0.35 0.24 0.65
H 5.232553 -0.015466 -2.295479 0.29 -0.11 -0.22
H -4.503345 -1.660554 -3.198989 -0.02 -0.05 -0.02
C 5.536671 -1.425601 1.293745 -0.02 -0.42 0.43
H -4.732141 -2.192022 0.585449 0.33 -0.33 -0.12
C -3.243753 1.481285 -0.300038 1.42 -0.43 0.37
C 2.650539 -4.518345 0.991353 0.32 0.93 0.33
C 2.787547 0.377846 -2.409425 1.35 -1.52 0.41
C -2.425742 1.090761 2.595236 1.21 -0.04 -0.07
H -4.544412 -2.959776 -1.985506 0.05 0.53 -0.18
H 4.055028 4.552872 -0.211234 -0.07 0.37 -0.62
H -1.858430 -2.321213 1.005905 -0.51 -0.21 0.26
C -3.913831 -2.927560 0.627717 -0.60 -0.38 -0.88
H 2.241961 5.515867 -3.068131 -0.29 0.15 -0.40
H -3.963288 0.064534 3.606759 -0.33 -0.31 0.23
H 0.822284 4.427889 -2.861512 -0.06 0.12 0.02
S 0.863026 -4.549763 1.145026 -1.10 -0.24 0.57
C 6.638566 -1.424878 0.455622 -0.20 -0.41 -0.58
N -2.619294 -2.300459 0.339230 0.55 0.36 -1.47
C 1.977139 -6.853447 0.681119 0.32 -0.19 -1.12
C 2.929351 -5.739899 0.151526 0.95 -1.10 1.42
C 4.204671 -0.499568 -0.488598 0.33 -0.01 0.67
C 6.526087 -1.024217 -0.853727 -0.83 1.50 -0.77
H 3.209199 1.334572 -2.651002 0.33 0.63 0.11
C 3.738787 4.877015 -1.220802 -0.80 -1.02 0.13
P -1.949031 1.918589 0.999214 0.33 -0.36 -0.94
H -1.501688 -0.825375 2.151950 0.04 0.29 0.57
N -2.860357 -1.667358 -1.947076 0.65 -0.07 1.03
H -3.455064 3.575271 3.000048 0.23 0.16 -0.24
H -3.898746 -3.295623 1.633095 0.20 -0.19 0.55
C -3.166358 4.206393 2.148389 -0.96 1.08 0.06
H -5.290590 1.825137 -0.802566 0.02 -0.04 -0.09
C -3.860292 0.591175 2.671313 0.08 0.48 -0.53
H -4.142916 -3.803063 -0.046863 0.36 1.02 0.71
H -4.879606 -1.253697 -1.521493 -0.07 -0.06 -0.06
```
Positions in Å, forces in eV/Å.

Computed properties:
Energy ... -3969.55182 Ha
Maximum force ... 2.37 eV/A
LUMO energy (spin up / spin down) ... -7.71 / -11.24 eV
2S+1 ... 5
E_HOMO (spin up / spin down) ... -15.88 / -16.56 eV
Net charge ... +3
ΔE to the lowest compared entry with this formula, charge and spin ... 0.00 kJ/mol

Need the Mulliken charges? In units of e they are: 0.712, 0.325, 0.461, 0.454, 0.430, 0.384, -0.068, 0.696, -1.229, -0.673, 0.519, 0.372, -0.519, 0.467, -0.824, -0.151, 0.344, 0.278, 0.030, 0.631, 0.092, 0.364, 0.330, 0.282, -0.683, 0.297, 0.180, -0.932, 1.559, 0.735, 0.362, -1.416, 0.404, 0.467, -0.295, 0.385, 0.372, 0.539, -1.728, 0.333, -0.883, 0.108, 0.485, -0.951, 0.332, -1.441, 0.377, 0.431, 0.380, -0.419, 0.709, -0.782, 0.354, 0.448, 0.088, 0.476, 0.374, -0.672, 0.311, 1.474, 0.010, -1.783, 0.618, 0.314, 0.277, 0.041, -1.082, 0.366, 0.530, 0.301, 0.885, -0.440, 0.175, -0.715, -0.730, 0.677, -0.908, 0.456, -0.844, 0.353, 0.066, 0.026, 0.325, 0.419, -1.451, 0.441, -1.471, 0.335, 0.326

***

Q: The lowest maximum force belongs to which entry?
A: C27H52CoN3O3PS2